{"formula": "H30O15Xe", "method": "ωB97M-V/def2-TZVPD", "species": ["H", "H", "H", "Xe", "O", "H", "H", "O", "O", "H", "H", "O", "O", "H", "H", "H", "H", "H", "O", "H", "H", "O", "H", "H", "O", "H", "H", "O", "O", "O", "O", "H", "H", "O", "H", "H", "H", "H", "H", "O", "O", "H", "H", "H", "H", "H"], "coordinates": [[5.450, 7.435, 13.296], [8.395, 11.612, 8.459], [7.142, 6.456, 10.543], [9.549, 10.297, 11.612], [9.291, 11.813, 8.189], [10.375, 6.893, 12.714], [6.644, 9.611, 15.365], [12.387, 11.935, 12.617], [8.960, 13.882, 12.247], [9.566, 11.355, 15.578], [6.965, 9.510, 9.178], [9.280, 10.571, 16.048], [5.779, 8.078, 12.667], [7.681, 7.102, 11.801], [11.073, 12.424, 13.704], [11.306, 13.544, 9.577], [9.616, 13.591, 12.881], [10.665, 8.736, 8.749], [7.122, 12.025, 13.367], [12.643, 12.694, 12.094], [8.617, 10.179, 15.480], [10.400, 13.695, 9.848], [8.285, 8.150, 14.017], [12.770, 11.187, 12.159], [7.228, 9.593, 14.607], [11.597, 9.796, 9.296], [9.500, 7.592, 14.727], [7.940, 6.823, 10.923], [10.935, 9.645, 8.621], [10.554, 6.936, 9.086], [6.714, 8.588, 9.126], [10.714, 13.160, 14.977], [7.078, 10.431, 14.169], [10.329, 12.656, 14.260], [9.890, 13.060, 9.345], [6.699, 12.367, 14.154], [9.449, 13.999, 11.432], [7.334, 8.137, 9.700], [7.799, 12.669, 13.159], [8.900, 7.417, 14.002], [11.024, 6.271, 12.386], [9.805, 11.060, 8.480], [10.254, 6.501, 8.288], [6.321, 8.669, 13.190], [9.838, 6.814, 9.709], [11.857, 6.740, 12.442]], "lowdin_charge": [0.05, 0.04, 0.06, 0.55, -0.06, -0.03, 0.10, -0.08, -0.08, -0.02, 0.01, -0.06, -0.04, 0.01, -0.01, 0.05, -0.03, -0.01, -0.08, 0.06, -0.04, -0.06, -0.03, 0.05, -0.07, 0.02, 0.06, -0.06, -0.11, -0.04, -0.06, 0.08, 0.01, -0.07, -0.02, 0.06, -0.01, -0.04, -0.01, -0.06, -0.05, -0.04, 0.06, -0.02, 0.01, 0.03], "energy_ev": -40163.4165, "homo_lumo_gap_ev": 10.5, "e_above_lowest_kcal_mol": 1.27, "homo_energy_ev": -10.95}

---

{"formula": "H30O19STl", "method": "ωB97M-V/def2-TZVPD", "species": ["O", "H", "H", "O", "O", "H", "H", "H", "H", "H", "H", "O", "O", "O", "O", "O", "H", "H", "O", "H", "H", "Tl", "H", "H", "H", "H", "H", "O", "O", "H", "H", "H", "H", "H", "O", "H", "S", "O", "H", "O", "H", "H", "O", "H", "H", "O", "O", "O", "H", "H", "O"], "coordinates": [[-0.565, 2.652, -2.598], [3.349, 0.541, -1.743], [-2.153, -0.575, 1.522], [1.063, 2.663, 2.033], [3.287, 0.217, -0.876], [1.039, 3.243, 2.810], [-1.279, -0.070, -2.562], [-3.305, 2.119, 1.497], [-1.274, -3.973, 0.992], [-1.796, 2.730, 0.394], [0.502, 2.999, 1.323], [0.686, -3.102, -2.247], [0.708, -2.636, 2.430], [1.120, 0.014, 3.113], [-0.196, 0.098, -1.638], [-3.517, -1.001, -0.675], [-2.649, 1.058, 0.725], [0.697, -0.755, 2.731], [-2.541, -0.657, 2.409], [-2.800, 0.323, -2.585], [0.878, 0.278, -2.782], [2.551, 1.112, 1.490], [1.718, 1.265, -3.516], [-1.032, 4.071, 0.573], [-2.765, -0.716, -0.129], [-4.079, -1.609, -0.139], [1.580, -2.829, -2.300], [0.337, -1.640, -0.261], [-0.985, 3.160, 0.236], [-0.446, -3.164, 0.051], [0.101, -2.972, 3.095], [1.809, -2.505, 0.021], [2.581, 2.719, -0.881], [0.415, 0.648, 3.283], [-0.570, -4.069, 0.390], [-0.594, 3.056, -1.730], [-0.025, -0.298, -0.242], [1.389, 0.357, -3.604], [0.423, -2.570, -1.456], [-3.241, 1.800, 0.634], [-0.565, 1.746, -2.222], [3.887, -0.541, -0.883], [-1.325, -0.148, 0.388], [-2.165, 0.098, 2.946], [2.370, 3.610, 0.244], [2.663, -2.892, 0.185], [2.789, 2.784, 0.053], [1.022, 0.442, 0.436], [0.505, -3.251, 1.694], [2.510, -3.784, 0.519], [-2.108, -0.044, -3.150]], "lowdin_charge": [-0.04, 0.04, -0.07, -0.06, -0.02, 0.13, -0.02, 0.03, 0.03, -0.02, 0.04, 0.00, -0.05, -0.02, -0.29, -0.04, -0.01, 0.02, -0.07, 0.05, -0.05, 1.38, 0.03, 0.10, -0.04, 0.08, 0.01, -0.30, -0.02, 0.01, 0.07, -0.04, 0.11, 0.07, -0.01, -0.02, 0.40, -0.04, -0.03, 0.02, -0.01, 0.10, -0.31, 0.06, 0.09, -0.03, -0.01, -0.36, 0.02, 0.07, 0.04], "charge": 1, "energy_ev": -54904.1707, "homo_lumo_gap_ev": 2.3, "e_above_lowest_kcal_mol": 65.36, "homo_energy_ev": -12.21}

---

{"formula": "H31O15", "method": "ωB97M-V/def2-TZVPD", "species": ["H", "O", "H", "H", "H", "H", "O", "H", "H", "H", "O", "H", "H", "H", "H", "H", "H", "H", "H", "O", "H", "H", "O", "H", "H", "O", "O", "O", "H", "O", "O", "O", "H", "H", "H", "O", "H", "H", "O", "H", "H", "H", "H", "O", "H", "O"], "coordinates": [[0.485, 0.362, -1.899], [-2.144, 2.324, -2.526], [-2.332, 4.675, 0.565], [2.497, -1.157, 3.293], [1.595, 3.753, 2.766], [0.005, -2.065, 0.155], [0.392, -1.810, -0.726], [2.323, -4.178, 0.571], [-1.250, 0.668, -3.246], [1.176, 2.637, 1.735], [0.995, 3.664, 2.025], [0.363, 3.705, -1.100], [1.446, -2.891, 1.045], [-1.455, 0.908, 1.015], [0.554, -2.766, -4.203], [-0.668, -4.349, -2.038], [0.105, 3.528, 0.328], [-0.629, -3.350, 1.738], [-1.939, 3.433, 0.110], [0.167, 3.087, -0.416], [2.413, 1.474, 0.258], [0.108, -0.335, 3.464], [-2.417, 4.200, -0.225], [-1.010, -4.613, -0.466], [-2.428, 1.493, -2.024], [-0.216, -4.389, -1.211], [-0.580, 0.077, -3.115], [-1.766, 1.636, 0.398], [2.295, -1.979, 2.124], [1.844, -1.663, 2.928], [-0.587, -2.434, 1.525], [2.418, -3.294, 0.882], [0.843, -2.488, -2.687], [-0.416, -1.892, -1.397], [1.372, 0.923, 1.400], [0.888, 0.644, -0.951], [-2.930, 1.527, 0.453], [0.410, -0.605, -0.928], [0.310, -2.186, -3.500], [0.457, 1.487, -0.820], [-0.632, -0.635, -3.816], [-1.743, 3.024, -1.903], [-1.454, 0.264, 3.631], [-0.687, 0.030, 3.021], [-0.464, -1.904, 2.466], [2.288, 1.462, 1.305]], "lowdin_charge": [0.11, -0.10, 0.02, 0.01, 0.03, 0.02, 0.01, 0.04, -0.02, 0.05, -0.13, 0.10, 0.07, 0.04, 0.06, 0.01, -0.06, 0.06, -0.03, 0.01, 0.12, 0.04, -0.03, 0.17, 0.06, -0.10, -0.03, -0.17, 0.02, -0.02, -0.07, -0.07, 0.09, 0.16, 0.10, -0.05, 0.23, 0.13, -0.06, 0.01, 0.09, 0.05, 0.11, -0.08, 0.14, -0.13], "charge": 1, "energy_ev": -31205.8755, "homo_lumo_gap_ev": 10.1, "e_above_lowest_kcal_mol": 130.62, "homo_energy_ev": -13.38}

---

{"formula": "H31O15", "method": "ωB97M-V/def2-TZVPD", "species": ["H", "H", "O", "O", "O", "H", "O", "O", "O", "H", "O", "H", "H", "H", "O", "H", "H", "O", "H", "H", "H", "H", "H", "H", "H", "H", "O", "O", "H", "H", "O", "O", "H", "H", "H", "H", "H", "H", "H", "H", "H", "H", "O", "H", "H", "O"], "coordinates": [[0.990, -1.776, 0.399], [4.211, 2.843, 0.302], [0.528, 2.772, -2.019], [1.005, -2.670, -0.240], [-2.924, -1.023, -2.079], [-0.140, -3.047, -2.730], [0.910, 3.686, 0.610], [-0.598, -0.173, -4.029], [-1.015, 1.756, 1.901], [-1.849, -0.355, 0.838], [-3.031, -0.144, 2.111], [0.250, 3.281, 1.174], [0.951, -0.337, -0.795], [-1.278, -2.446, -2.013], [0.521, -0.112, 4.402], [-2.606, 0.703, 2.084], [1.427, -2.263, -1.003], [-0.755, -3.163, -1.891], [-0.294, 0.066, 4.926], [-3.500, -1.330, -2.898], [2.158, -0.033, 1.373], [-3.633, 0.015, 1.365], [0.448, 3.692, -1.867], [-0.352, 1.287, 1.451], [1.599, -0.747, 2.602], [-0.729, 2.382, 2.767], [-0.972, -0.138, 0.332], [3.452, -0.556, -0.265], [0.128, 0.429, -3.870], [-0.138, 2.489, -1.471], [0.751, -0.830, -1.689], [-2.467, -2.999, 1.014], [-1.514, 0.280, -0.343], [-2.842, -0.125, -2.226], [0.076, -2.947, -0.671], [-3.075, -2.423, 0.379], [-3.077, -3.108, 1.713], [0.692, -1.211, 4.530], [-1.106, 0.096, -4.869], [2.577, 3.102, 0.416], [3.973, 0.193, 0.287], [1.631, -0.858, -1.941], [3.385, 2.547, 0.701], [0.546, 4.651, 0.617], [3.925, -0.635, -1.081], [1.759, -0.823, 1.697]], "lowdin_charge": [0.16, 0.04, 0.00, 0.11, -0.06, 0.17, -0.08, -0.10, -0.12, 0.05, -0.03, 0.00, 0.10, -0.04, -0.15, 0.00, 0.06, 0.01, 0.05, 0.14, 0.02, 0.07, 0.02, -0.02, 0.00, 0.19, -0.09, -0.09, 0.01, -0.03, -0.06, -0.07, 0.04, -0.02, 0.10, 0.09, 0.00, 0.17, 0.09, 0.03, 0.13, 0.01, -0.10, 0.14, 0.04, 0.01], "charge": 1, "energy_ev": -31206.3324, "homo_lumo_gap_ev": 10.9, "e_above_lowest_kcal_mol": 120.08, "homo_energy_ev": -13.70}

---

{"formula": "H31O15", "method": "ωB97M-V/def2-TZVPD", "species": ["H", "H", "O", "O", "O", "H", "H", "H", "H", "H", "O", "H", "O", "H", "O", "O", "H", "O", "H", "H", "O", "H", "H", "O", "H", "O", "H", "H", "H", "H", "H", "H", "H", "O", "H", "H", "H", "O", "H", "O", "H", "H", "H", "H", "O", "H"], "coordinates": [[-4.126, 1.447, -1.157], [0.434, 4.449, -1.726], [-2.526, -2.639, -0.735], [0.980, 0.041, -0.060], [0.020, -1.502, -2.265], [-0.492, -3.740, 3.001], [-0.300, 3.724, -2.914], [-0.704, 3.723, 0.644], [-3.066, 1.493, 0.077], [-0.690, -4.121, -0.924], [-0.192, -4.465, -0.148], [-1.987, -0.541, 3.346], [0.561, 1.586, 1.871], [3.087, 3.574, 1.345], [1.115, -2.302, -0.065], [-0.104, -2.925, 2.591], [-1.900, 4.220, 1.370], [-3.352, 1.011, -0.732], [0.590, -1.834, -1.194], [0.905, -1.399, 0.295], [-2.376, 0.210, 3.394], [4.124, 0.928, 0.308], [1.910, 0.094, -0.025], [-0.903, 3.934, 1.493], [0.865, 2.191, 1.114], [3.813, 0.403, -0.527], [4.476, 0.548, -1.172], [-2.934, -2.143, -1.393], [0.556, 0.324, 0.933], [-0.296, 2.021, 2.130], [-0.390, -0.576, -2.047], [3.445, -1.335, -0.900], [3.863, -2.704, -0.684], [3.298, -2.183, -1.268], [-2.897, -2.221, -0.004], [-0.940, -4.677, 0.512], [-0.860, -2.009, -2.398], [2.336, 3.074, 0.967], [0.821, -3.044, 0.363], [-0.055, 3.628, -2.110], [-0.432, -2.064, 3.089], [2.083, 3.332, 0.050], [-2.779, 0.238, 4.276], [-2.063, 0.697, -2.307], [-1.553, 0.305, -3.061], [-1.367, 1.232, -3.353]], "lowdin_charge": [0.08, 0.12, 0.02, -0.10, 0.03, 0.07, -0.09, -0.06, 0.06, 0.04, -0.08, -0.11, -0.10, 0.09, 0.00, -0.10, 0.13, -0.07, 0.15, 0.01, 0.04, 0.13, -0.01, -0.04, 0.03, -0.06, 0.05, 0.01, 0.13, 0.06, 0.10, -0.05, 0.06, -0.04, 0.02, 0.10, 0.13, -0.06, -0.01, 0.00, 0.09, 0.07, 0.08, 0.03, -0.06, 0.08], "charge": 1, "energy_ev": -31206.2644, "homo_lumo_gap_ev": 9.5, "e_above_lowest_kcal_mol": 121.65, "homo_energy_ev": -12.39}

---

{"formula": "H32O16", "method": "ωB97M-V/def2-TZVPD", "species": ["O", "H", "H", "H", "H", "O", "H", "O", "O", "H", "H", "H", "H", "H", "H", "O", "O", "O", "H", "H", "H", "O", "H", "H", "O", "H", "H", "O", "O", "O", "H", "O", "H", "H", "H", "H", "H", "O", "H", "H", "O", "O", "H", "H", "H", "H", "H", "H"], "coordinates": [[-1.129, 2.505, 1.566], [0.737, -0.546, -3.599], [1.008, 2.856, 0.791], [-1.745, 0.624, -0.068], [0.373, -1.952, -3.664], [2.774, -0.442, -0.970], [2.669, -1.195, -1.527], [0.501, -1.227, -3.026], [0.089, -0.013, 0.243], [-0.727, -0.487, 2.924], [2.813, -0.635, 0.900], [0.806, 0.115, -0.410], [2.097, 0.977, 2.094], [-3.618, -2.269, -1.373], [-0.325, -3.230, -0.510], [-0.388, 0.192, 3.440], [-1.297, -1.878, 2.086], [-1.272, 2.493, -1.940], [-1.355, 1.525, -1.902], [0.910, 1.769, 2.694], [-1.356, 1.564, 1.488], [1.213, 3.144, -0.140], [-0.024, -0.949, 0.151], [3.925, -0.454, 1.842], [3.003, -0.602, 1.816], [-3.165, 1.143, -0.242], [-1.145, 0.696, 3.609], [-2.995, -2.221, -0.645], [1.664, 1.610, -2.402], [-2.640, 0.487, 0.234], [-2.086, 0.546, -3.035], [1.382, -2.625, 2.940], [0.914, -2.768, -1.008], [-1.963, 2.942, 1.580], [-1.668, -2.497, 2.643], [0.949, 1.550, -2.967], [0.334, 3.503, -0.422], [0.406, -2.780, -0.165], [-2.410, -1.456, -0.792], [-1.863, -1.885, 1.375], [-1.922, -0.129, -2.383], [1.767, 1.823, 2.242], [2.618, 0.308, -1.583], [1.399, 2.116, -1.632], [1.123, -2.736, 2.025], [-1.105, -0.527, -2.609], [-0.737, 2.691, -2.693], [1.474, -1.698, 3.008]], "lowdin_charge": [-0.04, 0.02, 0.02, -0.03, 0.10, -0.04, 0.03, 0.00, -0.03, -0.06, -0.02, 0.03, -0.05, 0.04, 0.02, 0.00, 0.03, -0.03, -0.01, 0.02, 0.01, -0.10, -0.02, 0.05, 0.00, 0.07, 0.02, -0.06, -0.01, -0.05, 0.06, -0.04, 0.06, 0.04, 0.05, -0.02, 0.04, -0.01, -0.01, -0.01, -0.03, -0.04, 0.03, 0.00, -0.01, -0.02, 0.02, -0.02], "energy_ev": -33279.9176, "homo_lumo_gap_ev": 8.8, "e_above_lowest_kcal_mol": 115.68, "homo_energy_ev": -9.75}